# 1
{"formula": "C8H24FeO8", "method": "ωB97M-V/def2-TZVPD", "symbols": ["Fe", "O", "O", "O", "O", "O", "O", "O", "O", "C", "C", "C", "C", "C", "C", "C", "C", "H", "H", "H", "H", "H", "H", "H", "H", "H", "H", "H", "H", "H", "H", "H", "H", "H", "H", "H", "H", "H", "H", "H", "H"], "positions_angstrom": [[0.512, -0.574, 0.639], [3.814, 0.264, 2.285], [1.720, 1.806, 3.469], [-1.775, 3.126, -2.097], [2.257, -0.860, -3.631], [-0.632, -3.293, 3.348], [0.588, -2.981, -2.834], [-2.915, -1.953, 2.436], [-2.022, 4.936, -3.991], [2.978, 1.721, 4.101], [-3.173, 4.230, -3.576], [-1.843, -3.880, 3.702], [1.505, -3.205, -3.870], [1.659, -1.837, -4.495], [-2.931, 3.950, -2.094], [4.085, 1.368, 3.141], [-2.896, -2.785, 3.651], [1.164, -3.969, -4.569], [-3.822, -1.682, 2.275], [0.000, -3.793, 3.870], [3.158, 2.634, 4.669], [-2.702, -2.196, 4.548], [-1.200, 3.690, -2.619], [-3.860, -3.255, 3.839], [-3.735, 3.395, -1.612], [-3.373, 3.299, -4.106], [4.589, 0.053, 1.760], [2.965, -0.451, -4.134], [2.890, 0.888, 4.799], [0.707, -1.431, -4.837], [-0.204, -3.486, -3.034], [-2.773, 4.916, -1.613], [-2.073, 5.052, -4.943], [-2.122, -4.691, 3.029], [-4.064, 4.843, -3.712], [-1.722, -4.231, 4.727], [2.448, -3.574, -3.465], [2.279, -1.867, -5.391], [1.177, 2.364, 4.031], [4.963, 1.237, 3.773], [4.380, 2.220, 2.529]], "atomic_forces_ev_per_a": [[0.2, -0.2, 0.4], [-0.9, -0.3, 0.4], [-0.7, 0.4, -0.8], [-1.7, 0.8, 0.7], [-0.2, -0.3, 0.4], [1.5, 0.1, -0.3], [-1.0, -0.6, 1.2], [0.6, -1.0, 0.9], [-0.6, -0.5, 0.3], [-0.3, -1.4, 0.2], [0.1, 0.6, -1.4], [-1.2, 0.6, -0.7], [0.5, 0.9, -0.2], [0.9, 0.5, -1.5], [-0.6, -1.8, 1.0], [1.0, 1.3, -0.2], [-0.5, 0.2, 0.6], [-0.1, 0.2, -0.2], [-0.1, -0.1, 0.2], [0.6, 0.3, -0.3], [0.6, 0.0, -0.2], [0.0, 0.7, -0.3], [1.6, 0.4, -0.9], [-0.2, 0.1, -0.4], [0.1, 0.1, 0.0], [0.4, -0.2, -0.1], [0.2, 0.1, 0.2], [0.1, 0.0, 0.2], [0.3, 0.0, 0.4], [-0.3, -0.3, 0.2], [-0.1, 0.0, 0.2], [0.5, 0.4, 0.1], [0.4, 0.1, -0.4], [0.2, -0.2, 0.0], [-0.3, 0.2, 0.7], [-0.8, -0.2, 0.0], [0.1, 0.2, 0.1], [0.1, -0.4, -0.2], [-0.2, 0.0, -0.1], [0.1, -0.6, 0.1], [-0.4, 0.3, -0.2]], "total_charge": 2, "orbital_gap_ev": [6.543, 2.084], "multiplicity": 5}

---

# 2
{"formula": "C8H24KO4S4", "method": "ωB97M-V/def2-TZVPD", "symbols": ["K", "S", "S", "S", "S", "O", "O", "O", "O", "C", "C", "C", "C", "C", "C", "C", "C", "H", "H", "H", "H", "H", "H", "H", "H", "H", "H", "H", "H", "H", "H", "H", "H", "H", "H", "H", "H", "H", "H", "H", "H"], "positions_angstrom": [[0.593, -0.045, 0.645], [-1.517, 1.767, 1.807], [-0.211, -2.734, 2.281], [-1.053, -1.786, -1.218], [2.528, 0.854, -1.605], [-0.043, -2.069, 0.942], [-1.136, 0.494, 1.135], [1.447, 1.119, -0.562], [0.275, -0.997, -1.075], [-2.451, 2.892, 0.681], [-1.580, -1.241, -2.868], [2.140, 2.100, -2.949], [0.387, -1.399, 3.425], [1.338, -3.711, 2.531], [-0.022, 2.818, 1.788], [2.071, -0.603, -2.616], [-2.211, -0.795, -0.199], [2.569, -0.460, -3.575], [-0.258, 3.774, 2.257], [-2.653, -1.317, -3.045], [0.604, -1.832, 4.402], [1.395, -4.580, 1.875], [1.367, -1.083, 3.068], [2.406, -1.526, -2.142], [-3.515, 2.657, 0.676], [-2.385, 3.842, 1.211], [2.653, 3.022, -2.677], [-1.581, -0.152, -2.895], [-0.945, -1.606, -3.675], [-0.290, -0.549, 3.509], [-1.861, -0.751, 0.832], [2.091, -3.013, 2.165], [2.641, 1.831, -3.879], [-2.332, 0.215, -0.591], [0.625, 2.310, 2.502], [1.660, -3.820, 3.566], [-2.031, 3.064, -0.310], [1.021, -0.587, -2.910], [-3.222, -1.192, -0.106], [1.086, 2.250, -3.183], [0.400, 2.836, 0.783]], "atomic_forces_ev_per_a": [[6.8, -2.7, 7.6], [-0.6, 2.3, 0.1], [1.1, 0.5, 1.0], [0.4, 1.5, -0.6], [-1.4, 1.2, -1.7], [-0.5, -4.1, 1.9], [-5.7, 6.2, 4.7], [5.1, 5.1, -5.9], [-3.5, -3.8, -4.7], [-0.1, 0.1, 0.7], [-0.9, 1.2, 0.2], [1.3, -0.2, -0.1], [0.3, -0.7, 0.3], [0.4, 1.1, -0.6], [-0.3, -0.8, 0.8], [0.4, 0.6, -1.1], [-2.1, -2.0, -1.6], [0.8, 0.0, 0.2], [-0.1, 0.1, -0.4], [0.0, -1.2, 0.0], [-0.4, 0.0, 0.1], [-0.4, -0.1, 0.5], [-0.1, 0.1, -0.3], [-0.3, 0.2, -0.1], [0.2, -0.4, -0.2], [0.0, 0.1, 0.1], [-0.4, 0.1, 0.4], [0.9, 0.3, 0.3], [-0.2, -0.3, 0.2], [-0.1, -0.3, -0.1], [-0.8, -1.6, -1.4], [0.0, 0.1, -0.4], [0.0, -0.4, 0.0], [0.3, -0.2, -0.3], [0.4, 0.0, -0.2], [-0.7, -0.6, 0.1], [0.1, -0.5, 0.0], [0.4, 0.0, 0.5], [-0.1, -0.7, -0.7], [0.0, -0.3, 0.6], [0.0, 0.3, 0.1]], "total_charge": 1, "orbital_gap_ev": 9.342}

---

# 3
{"formula": "C8H24LiO4S4", "method": "ωB97M-V/def2-TZVPD", "symbols": ["S", "S", "S", "S", "O", "O", "O", "O", "C", "C", "C", "C", "C", "C", "C", "C", "Li", "H", "H", "H", "H", "H", "H", "H", "H", "H", "H", "H", "H", "H", "H", "H", "H", "H", "H", "H", "H", "H", "H", "H", "H"], "positions_angstrom": [[-3.484, -0.153, -0.373], [0.701, 0.276, 2.477], [0.364, 3.226, -1.187], [1.367, -2.318, -2.144], [-2.270, 0.281, -1.173], [0.270, -1.729, -1.250], [-0.174, 0.027, 1.228], [0.293, 1.688, -1.152], [2.237, -0.929, -2.910], [-3.087, -1.348, 0.783], [2.598, -2.642, -0.859], [0.443, -1.172, 3.482], [-4.235, -1.173, -1.676], [-1.195, 3.596, -0.541], [1.167, 3.672, 0.322], [2.400, 0.112, 1.894], [-0.396, -0.030, -0.801], [-4.341, -0.516, -2.639], [-3.585, -2.023, -1.800], [-0.566, -1.209, 3.706], [3.347, -3.136, -1.285], [2.391, -0.068, -2.100], [-2.421, -2.094, 0.409], [0.819, -2.177, 2.871], [1.576, -0.377, -3.755], [3.096, 0.288, 2.812], [-4.034, -1.904, 1.212], [1.059, -1.054, 4.519], [2.230, -3.315, -0.044], [-1.421, 3.039, 0.264], [2.262, 3.467, 0.159], [3.265, -1.398, -3.073], [0.848, 3.132, 1.308], [-5.163, -1.671, -1.348], [1.113, 4.650, 0.498], [2.530, -0.955, 1.648], [-2.635, -0.822, 1.466], [-1.193, 4.591, -0.191], [3.128, -1.863, -0.507], [2.630, 0.860, 1.038], [-1.939, 3.153, -1.307]], "atomic_forces_ev_per_a": [[-1.3, 1.1, -3.2], [-1.3, 0.5, -2.0], [-0.2, -2.9, 1.1], [-0.8, 1.4, 2.3], [0.3, 0.0, 1.1], [0.2, -0.4, -1.3], [0.9, 0.2, 1.6], [1.1, 1.5, -0.9], [0.0, 2.3, 0.7], [-3.6, -4.5, -1.6], [-3.3, -2.0, 0.4], [5.0, -2.2, 0.4], [-1.0, 0.5, -0.5], [-1.9, 0.1, -3.8], [2.5, -4.5, 1.3], [1.4, 0.2, 1.1], [-0.2, 0.2, 0.3], [0.1, -1.4, 2.0], [0.8, 0.0, -0.5], [-2.0, -0.1, 0.3], [3.1, -2.8, -2.1], [-0.4, -2.0, -1.5], [0.5, -0.5, -0.5], [-1.1, 2.6, 1.7], [2.0, -1.9, 1.6], [-1.1, 0.0, -1.6], [1.7, 1.4, -0.9], [-1.4, -0.3, -2.5], [-0.2, 0.8, -0.9], [0.0, -2.4, 3.0], [-0.9, 0.1, 0.3], [-1.3, 1.0, -0.8], [0.1, 0.6, -2.2], [-0.1, 0.8, -0.2], [-0.4, 4.2, 0.5], [0.1, 0.6, -0.5], [2.5, 2.5, 4.3], [-0.7, 1.5, -0.5], [0.8, 3.5, 1.4], [-0.6, -1.4, 1.5], [0.8, 1.7, 0.9]], "total_charge": 1, "orbital_gap_ev": 9.823}

---

# 4
{"formula": "C8H24O4", "method": "ωB97M-V/def2-TZVPD", "symbols": ["O", "O", "O", "O", "C", "C", "C", "C", "C", "C", "C", "C", "H", "H", "H", "H", "H", "H", "H", "H", "H", "H", "H", "H", "H", "H", "H", "H", "H", "H", "H", "H", "H", "H", "H", "H"], "positions_angstrom": [[-2.879, -0.823, 1.611], [-2.048, 0.628, -0.622], [-0.086, 3.923, 0.727], [4.625, -3.072, -0.457], [1.821, 3.250, -0.761], [-4.225, -2.180, 2.792], [-4.002, -1.657, 1.378], [0.948, 2.902, 0.442], [-0.805, -0.422, -2.268], [4.193, -1.919, 0.370], [3.618, -0.913, -0.536], [-1.723, 0.732, -1.891], [-1.384, -1.344, -2.298], [1.137, 3.560, -1.551], [0.330, 2.069, 0.106], [0.081, -0.560, -1.648], [2.703, -1.237, -1.032], [3.568, 0.053, -0.032], [5.152, -1.662, 0.818], [-3.273, -2.502, 3.212], [-0.451, -0.264, -3.287], [-2.723, -0.357, 0.787], [2.506, 2.470, -1.094], [-1.247, 1.702, -2.029], [-0.037, 4.147, 1.659], [-4.624, -1.414, 3.458], [-4.791, -1.031, 0.962], [1.575, 2.526, 1.249], [4.061, -3.843, -0.361], [-2.591, 0.757, -2.551], [3.634, -2.104, 1.288], [4.359, -0.740, -1.315], [-4.739, -3.123, 2.978], [2.435, 4.121, -0.530], [-3.909, -2.402, 0.588], [-1.210, 0.726, -0.164]], "atomic_forces_ev_per_a": [[0.4, -0.1, -0.8], [-1.5, -0.2, 4.5], [1.8, -0.8, 0.0], [-0.6, 0.5, 0.9], [-0.4, 1.3, 0.4], [-0.1, -1.1, 0.5], [-0.3, 0.4, 1.0], [-1.1, -0.4, -1.1], [-0.2, 0.0, -1.4], [1.7, -1.8, 0.1], [0.6, 1.0, -0.6], [1.7, 0.3, -3.9], [0.1, -0.1, 0.3], [0.2, -0.2, -0.3], [0.1, -0.5, 0.2], [-0.1, 0.2, 0.3], [-0.1, 0.2, 0.3], [-0.7, 0.1, 0.1], [0.1, 0.8, -0.3], [0.5, 0.6, -0.2], [0.2, -0.1, -0.1], [0.2, 0.3, -0.2], [-0.4, -0.3, 0.1], [0.4, 0.2, -0.5], [0.0, 0.1, 0.1], [0.0, 0.0, -0.2], [-0.6, 0.1, 0.5], [-0.4, 0.6, 0.6], [-0.2, 0.1, 0.2], [-0.2, -0.2, 0.2], [-0.7, -0.8, -0.4], [-0.1, -0.1, -0.2], [-0.9, 0.2, -0.7], [0.1, 0.1, 0.0], [0.8, -0.5, 0.2], [-0.1, 0.0, 0.7]], "total_charge": 0, "smiles": "CCO.CCO.CCO.CCO", "orbital_gap_ev": 10.325}

---

# 5
{"formula": "C8H24O4S2", "method": "ωB97M-V/def2-TZVPD", "symbols": ["S", "S", "O", "O", "O", "O", "C", "C", "C", "C", "C", "C", "C", "C", "H", "H", "H", "H", "H", "H", "H", "H", "H", "H", "H", "H", "H", "H", "H", "H", "H", "H", "H", "H", "H", "H", "H", "H"], "positions_angstrom": [[-2.640, -1.504, 2.960], [2.987, 0.487, 1.099], [2.667, -0.769, 1.884], [-1.441, -1.700, -0.657], [-2.930, -1.063, 1.464], [-1.914, 3.153, -5.127], [1.866, 1.778, 1.665], [-0.862, -1.838, 3.038], [-0.102, 2.187, -3.969], [-3.433, -3.095, 2.971], [4.431, 1.144, 1.925], [-0.164, -1.044, -0.489], [-1.526, 1.996, -4.360], [0.553, -0.963, -1.797], [0.953, 1.734, 1.039], [1.754, 1.517, 2.725], [-2.815, -3.591, 3.864], [0.406, 1.419, -3.312], [4.304, 0.930, 3.025], [2.340, 2.648, 1.594], [-0.301, -0.219, -0.007], [-0.573, -2.594, 2.278], [-0.189, -0.913, 2.988], [4.637, 2.054, 1.591], [-4.515, -2.817, 2.901], [0.408, -1.626, 0.225], [0.348, 2.276, -4.881], [-3.049, -3.698, 2.138], [0.931, -1.884, -2.262], [-1.976, 3.761, -4.359], [-2.305, 2.074, -3.495], [1.496, -0.375, -1.439], [-0.253, 3.192, -3.499], [-1.924, -1.795, 0.232], [-1.591, 1.160, -5.060], [-0.768, -2.223, 4.072], [5.288, 0.717, 1.641], [-0.096, -0.514, -2.606]], "atomic_forces_ev_per_a": [[-0.4, 2.0, -3.8], [0.3, -1.3, 0.4], [-0.1, 0.9, -0.6], [-0.2, -0.3, 0.8], [0.6, -0.4, 2.9], [0.2, 0.6, 1.1], [-1.9, -4.0, 0.3], [0.5, -0.1, 0.6], [-1.2, 0.4, 3.3], [2.7, -0.9, 1.5], [-3.1, -2.4, 2.9], [-0.9, -6.7, -1.9], [-2.1, -0.3, 0.3], [1.3, 1.4, -0.2], [0.4, 0.0, 0.7], [-0.6, 0.2, -0.2], [-2.6, 0.6, -1.0], [-0.8, 1.0, -0.7], [0.0, 0.8, -1.1], [1.8, 3.9, -0.5], [-0.9, 5.8, 2.2], [-0.1, 0.5, 0.5], [-1.4, -1.1, -0.2], [0.1, 4.7, -0.6], [1.0, -1.0, 0.7], [0.6, -0.4, 0.0], [1.9, 0.4, -2.2], [-0.5, 0.5, -0.3], [-0.3, -0.1, 0.7], [-0.2, 0.4, -1.4], [1.5, -1.5, -1.1], [-1.4, -0.5, -1.6], [1.5, -0.7, 0.1], [0.8, 0.8, -1.6], [-0.7, -0.3, 0.5], [0.4, -0.1, -0.5], [3.0, -2.8, -1.2], [0.9, 0.1, 1.1]], "total_charge": 0, "orbital_gap_ev": 9.481}

---

# 6
{"formula": "C8H24O8", "method": "ωB97M-V/def2-TZVPD", "symbols": ["O", "O", "O", "O", "O", "O", "O", "O", "C", "C", "C", "C", "C", "C", "C", "C", "H", "H", "H", "H", "H", "H", "H", "H", "H", "H", "H", "H", "H", "H", "H", "H", "H", "H", "H", "H", "H", "H", "H", "H"], "positions_angstrom": [[0.438, -0.293, 1.386], [1.591, 0.144, 3.859], [-2.273, -0.615, -6.519], [-0.389, -0.390, -4.147], [-2.079, 0.841, 0.242], [-0.371, 3.096, 0.342], [1.604, -0.613, 6.849], [-0.426, -0.371, -1.470], [-1.206, -1.491, -6.251], [2.825, -0.328, 6.083], [1.053, -1.135, 0.433], [0.903, -0.524, -0.987], [2.535, -0.747, 4.566], [-1.718, 3.122, 0.561], [-0.822, -1.639, -4.742], [-2.391, 2.111, -0.353], [-2.566, 0.836, 1.069], [-1.538, -2.447, -6.655], [3.488, -0.817, 4.043], [3.103, 0.723, 6.164], [-0.027, -2.385, -4.759], [-0.359, -1.157, -6.850], [-3.472, 2.244, -0.396], [1.446, 0.410, -1.134], [-1.908, 3.016, 1.629], [2.089, -1.167, 0.770], [1.300, -0.211, 3.017], [-2.130, -0.007, -5.790], [-0.150, -0.611, -3.244], [-1.610, -2.126, -4.167], [0.921, 0.018, 6.609], [-0.455, -0.102, 1.092], [-1.004, -0.056, -0.771], [0.638, -2.143, 0.456], [1.324, -1.193, -1.738], [-2.134, 4.106, 0.342], [2.171, -1.775, 4.577], [3.680, -0.818, 6.550], [-1.996, 2.246, -1.360], [-0.085, 2.250, 0.694]], "atomic_forces_ev_per_a": [[-0.3, 0.1, 0.2], [1.4, -0.4, 2.2], [-0.1, 0.4, 1.0], [-0.5, -1.2, -1.5], [-0.2, -0.5, -0.5], [1.6, 0.1, -0.1], [1.5, 0.0, -0.1], [0.3, -0.5, 0.6], [0.2, -0.5, 0.3], [-2.4, 0.2, -1.3], [0.0, 0.7, -1.0], [0.5, -0.7, -0.5], [0.2, 0.5, 0.4], [-1.7, 1.1, -0.5], [0.3, 0.1, -1.1], [-0.3, 0.8, 1.3], [-0.1, -0.3, 0.1], [0.3, -0.3, 0.3], [0.2, 0.4, -0.2], [-0.4, 0.3, -0.3], [0.5, 0.1, 0.1], [0.5, -0.1, 0.2], [-0.1, -0.1, 0.0], [0.0, 0.3, 0.6], [-0.5, -0.6, 0.2], [0.1, -0.2, -0.5], [0.0, -0.4, -0.2], [-0.7, 0.9, -0.1], [-0.4, 0.4, 0.3], [-0.5, 0.4, 0.0], [0.1, 0.1, -0.3], [-0.3, 0.1, 0.2], [-0.4, 0.2, 0.0], [-0.1, -0.1, 0.0], [0.5, -0.3, 0.3], [0.3, 0.3, -0.3], [-0.4, 0.0, 0.2], [-0.4, -0.7, -0.3], [0.2, -0.6, 0.1], [0.6, -0.1, 0.0]], "total_charge": 0, "smiles": "OCCO.OCCO.OCCO.OCCO", "orbital_gap_ev": 10.188}

---

What did we get for calculated total energy? Answer: -2183.93191, -2812.25244, -2220.11431, -620.05947, -1416.32155, -921.02283 hartree, in the order shown.